(1)
ORCA calculation (wB97M-V/def2-TZVPD) on a cluster of 2 separate species, CH2N4O in total at a distorted geometry.

Atoms and positions in Å:
N (1.607, -1.169, -0.044)
N (1.517, -0.070, 0.001)
O (1.478, 1.067, 0.090)
N (-1.189, 1.874, -0.137)
C (-0.947, 0.744, -0.051)
N (-0.612, -0.550, 0.083)
H (-0.595, -1.016, -0.768)
H (-1.259, -0.879, 0.827)

Results
calculated total energy: -333.44193 a.u.
gap between HOMO and LUMO: 10.3990 eV
M: 86.05 g/mol
LUMO: 0.479 eV
energy above the lowest of the compared OMol25 structures with the same formula, charge and spin: 278.0 kJ/mol

Results of the natural (NBO) charge analysis, in e, for atoms 1 through 2:
1 N -0.12
2 N 0.45

(2)
ORCA calculation (wB97M-V/def2-TZVPD) on a structure of composition C22H20BCl3F6N2O9RuS2Si.

Atoms and positions in Å:
Ru (-0.075, 0.186, 0.516)
Cl (3.523, 5.155, -3.656)
C (2.642, 4.238, -2.447)
C (1.961, 3.089, -2.814)
C (1.271, 2.368, -1.859)
Cl (0.396, 0.951, -2.350)
C (1.212, 2.748, -0.482)
O (0.610, 2.115, 0.435)
C (1.949, 3.933, -0.191)
Cl (1.992, 4.454, 1.472)
C (2.641, 4.666, -1.131)
H (1.956, 2.752, -3.841)
H (3.178, 5.556, -0.834)
F (-0.021, -4.597, 1.911)
C (-0.646, -4.548, 0.723)
F (-1.392, -5.657, 0.611)
F (0.288, -4.581, -0.230)
S (-1.668, -3.011, 0.650)
O (-0.666, -1.993, 0.844)
O (-2.651, -3.197, 1.675)
N (-2.231, -3.211, -0.802)
S (-2.595, -2.052, -1.803)
O (-2.761, -2.603, -3.117)
O (-1.832, -0.863, -1.601)
C (-4.313, -1.584, -1.314)
F (-5.153, -2.627, -1.432)
F (-4.365, -1.149, -0.063)
F (-4.759, -0.613, -2.125)
C (-2.035, 2.805, 3.045)
Si (-2.898, 1.485, 1.986)
C (-4.405, 2.326, 1.199)
C (-3.572, 0.196, 3.195)
O (-1.970, 0.861, 0.866)
H (-2.747, 3.544, 3.427)
H (-1.280, 3.316, 2.444)
H (-1.520, 2.362, 3.902)
H (-5.108, 2.694, 1.953)
H (-4.932, 1.621, 0.552)
H (-4.087, 3.172, 0.583)
H (-4.120, 0.652, 4.027)
H (-2.741, -0.385, 3.605)
H (-4.235, -0.512, 2.690)
O (1.917, -0.691, -0.090)
N (2.725, -0.392, 0.896)
C (2.844, -1.268, 1.921)
C (3.625, -0.965, 3.012)
C (4.295, 0.249, 3.058)
C (4.179, 1.119, 1.987)
C (3.388, 0.780, 0.912)
H (2.221, -2.144, 1.818)
H (3.653, -1.662, 3.838)
H (4.878, 0.519, 3.928)
H (4.654, 2.089, 1.983)
H (3.202, 1.416, 0.061)
O (1.011, 1.236, 3.144)
B (0.341, 0.181, 2.378)
O (0.148, -0.893, 3.362)
C (0.665, -0.490, 4.532)
C (0.745, -1.175, 5.726)
C (1.366, -0.532, 6.804)
C (1.882, 0.749, 6.672)
C (1.800, 1.440, 5.457)
C (1.188, 0.802, 4.399)
H (0.330, -2.171, 5.817)
H (1.437, -1.041, 7.758)
H (2.352, 1.226, 7.525)
H (2.192, 2.442, 5.340)

Results
calculated total energy: -4822.59304 a.u.
total charge: -2
gap between HOMO and LUMO: 5.0928 eV
M: 880.86 g/mol
LUMO: 4.078 eV
energy above the lowest of the compared OMol25 structures with the same formula, charge and spin: 30.3 kJ/mol

Results of the natural (NBO) charge analysis, in e, for atoms 1 through 2:
1 Ru 0.47
2 Cl -0.07

(3)
ORCA calculation (wB97M-V/def2-TZVPD) on a structure of composition C21H18Cl3IrN5.

Atoms and positions in Å:
Ir (0.518, -0.483, -0.020)
C (-3.920, 1.904, 2.585)
C (-3.619, 1.588, 1.267)
C (-2.326, 1.235, 0.916)
C (-1.340, 1.230, 1.894)
C (-1.624, 1.562, 3.214)
C (-2.925, 1.888, 3.555)
N (-0.012, 0.874, 1.508)
N (0.906, 1.453, 2.128)
C (2.188, 1.097, 1.685)
C (3.297, 1.621, 2.323)
C (4.551, 1.278, 1.846)
C (4.650, 0.436, 0.749)
C (3.496, -0.048, 0.156)
N (2.289, 0.274, 0.625)
H (-4.933, 2.166, 2.858)
H (-4.390, 1.619, 0.510)
H (-2.071, 1.013, -0.113)
H (-0.837, 1.548, 3.954)
H (-3.164, 2.132, 4.581)
H (3.151, 2.281, 3.165)
H (5.441, 1.671, 2.318)
H (5.610, 0.161, 0.337)
H (3.512, -0.687, -0.715)
Cl (1.527, -3.386, 4.661)
C (0.399, -3.787, 3.365)
Cl (0.853, -5.301, 2.580)
Cl (-1.256, -3.863, 3.972)
C (0.466, -2.717, 2.361)
N (0.516, -1.887, 1.576)
C (1.046, 1.475, -4.242)
C (-0.017, 0.446, -3.994)
C (-0.896, 0.062, -4.991)
C (-1.882, -0.899, -4.769)
C (-2.003, -1.503, -3.532)
C (-1.130, -1.139, -2.516)
C (-1.106, -1.801, -1.189)
C (-0.144, -0.163, -2.725)
N (0.744, 0.194, -1.718)
H (0.938, 1.906, -5.235)
H (2.039, 1.029, -4.162)
H (1.002, 2.273, -3.502)
H (-0.818, 0.525, -5.967)
H (-2.551, -1.176, -5.573)
H (-2.758, -2.260, -3.357)
H (-1.997, -2.371, -0.928)
H (-1.179, -1.004, -0.333)
H (-0.239, -2.469, -1.105)

Results
calculated total energy: -2569.40520 a.u.
total charge: +1
gap between HOMO and LUMO (spin up / spin down): 5.8996 / 5.9023 eV
M: 638.99 g/mol
LUMO (spin up / spin down): -4.376 / -4.377 eV
energy above the lowest of the compared OMol25 structures with the same formula, charge and spin: 7.4 kJ/mol

Results of the natural (NBO) charge analysis, in e, for atoms 1 through 2:
1 Ir 0.83
2 C -0.17